# 1
{"formula": "CH5O2P", "method": "ωB97M-V/def2-TZVPD", "total_energy_ev": -14500.0444, "multiplicity": 1, "orbital_gap_ev": 10.6, "symbols": ["H", "H", "C", "O", "H", "P", "H", "O", "H"], "xyz": [[-1.46214, -0.06865, -0.61880], [1.75340, -2.38712, -0.01525], [-0.63443, -0.57426, -0.07872], [3.01459, 0.31316, -0.25048], [1.85427, -0.19373, 1.72282], [1.98639, -0.47635, 0.27479], [-0.71153, -0.72752, 0.93882], [0.60302, -0.02668, -0.33333], [-0.60017, -1.48521, -0.65307]], "atomic_forces_ev_per_a": [[0.67, 0.56, 0.98], [0.69, 3.37, 0.65], [-0.58, -0.98, -2.90], [4.32, 2.01, -2.10], [-0.05, -0.89, -1.13], [-4.59, -4.34, 2.54], [-1.08, -0.35, 2.11], [1.04, 1.83, -0.55], [-0.43, -1.21, 0.39]]}


# 2
{"formula": "C11H21N3O2", "method": "ωB97M-V/def2-TZVPD", "total_energy_ev": -20311.6136, "multiplicity": 1, "orbital_gap_ev": 9.1, "symbols": ["H", "C", "H", "H", "C", "H", "H", "H", "C", "C", "H", "H", "H", "C", "C", "H", "N", "C", "H", "H", "C", "H", "H", "H", "N", "N", "C", "H", "H", "H", "C", "O", "C", "O", "H", "H", "H"], "xyz": [[-0.64163, -1.19190, 4.70969], [-1.19037, -0.18170, 2.89708], [-1.70517, -0.56067, -2.59737], [1.65037, -0.40285, 0.18342], [0.08126, 1.95088, -3.51042], [-2.14975, 0.02982, 3.37610], [-2.67593, -0.29816, -1.14767], [1.26090, -2.47994, 3.83322], [-1.69134, -0.14400, -1.58906], [-0.55221, -1.36037, 3.63345], [-0.92655, -1.93139, -0.66045], [-0.57422, 0.71135, 2.99702], [-1.47693, 1.79499, -0.66636], [1.52198, 2.08339, -3.87442], [0.96105, -0.44610, 1.03048], [0.56679, -2.54259, 1.40002], [-0.12290, 1.65462, -2.21606], [0.92064, -1.58581, 3.30450], [-2.16348, 1.83418, -2.31742], [0.31335, -0.86904, -1.34806], [1.19411, -1.74996, 1.81205], [2.23486, -2.05415, 1.68234], [-2.29518, 0.18786, 1.10068], [3.83818, 2.19931, -4.30567], [-0.37207, -0.23337, 0.50152], [2.42324, 1.76968, -3.04873], [-1.42331, 1.36259, -1.66703], [0.68494, 1.48258, -1.63745], [1.72568, 2.43432, -4.89127], [-1.84339, -1.50477, 1.33985], [-0.61694, -0.87611, -0.77561], [-0.79702, 2.12101, -4.33482], [-1.47659, -0.46552, 1.42323], [3.72089, 1.86911, -3.39112], [1.20650, 0.40110, 1.67916], [1.50729, -0.74196, 3.67704], [-1.11706, -2.26644, 3.39816]], "atomic_forces_ev_per_a": [[-0.05, -0.07, 0.01], [-0.12, -0.27, -0.09], [-0.09, -0.03, -0.03], [-0.03, 0.07, 0.04], [-0.05, -0.04, 0.49], [0.04, 0.08, -0.04], [-0.10, -0.04, -0.03], [0.06, 0.06, 0.06], [0.23, 0.15, 0.11], [0.22, 0.22, 0.09], [0.11, 0.05, 0.00], [-0.01, 0.14, 0.05], [-0.05, 0.03, -0.10], [0.36, 0.19, -0.77], [0.15, -0.15, 0.09], [0.01, -0.12, -0.07], [0.08, -0.08, 0.28], [-0.20, -0.25, -0.09], [0.06, 0.01, 0.15], [-0.01, -0.04, 0.02], [0.12, 0.26, 0.10], [-0.01, -0.06, -0.05], [-0.06, -0.15, 0.04], [-0.34, -0.07, 0.20], [0.05, -0.05, -0.04], [-0.50, -0.15, 0.45], [-0.41, -0.19, -0.09], [0.04, 0.08, -0.07], [0.03, -0.02, 0.08], [-0.01, 0.04, -0.02], [-0.20, 0.04, -0.18], [0.03, 0.02, -0.27], [-0.17, 0.31, -0.01], [0.68, 0.13, -0.37], [0.14, -0.05, -0.02], [0.06, 0.02, 0.04], [-0.05, -0.03, 0.03]]}


# 3
{"formula": "CAgF3MgNO3S3", "method": "ωB97M-V/def2-TZVPD", "total_energy_ev": -58765.9265, "multiplicity": 2, "orbital_gap_ev": [5.7, 5.3], "s2": 0.767, "symbols": ["S", "O", "F", "Ag", "N", "S", "O", "O", "F", "Mg", "F", "C", "S"], "xyz": [[-0.38264, -0.31628, -0.21444], [0.15885, -0.76836, 1.16458], [-2.82301, 0.30191, -0.87971], [2.12516, -0.30226, 1.45296], [0.09886, 1.22585, -0.53456], [0.40577, 2.18704, 0.87211], [1.99342, 1.70072, 1.06127], [0.79616, -2.29331, -2.06533], [-2.43874, 0.64559, 1.21621], [2.27305, 1.30032, -0.94420], [-2.66383, -1.36865, 0.48082], [-2.20149, -0.15791, 0.19666], [2.65844, -2.15466, -1.80640]], "atomic_forces_ev_per_a": [[0.28, -0.79, 0.78], [-2.60, -0.27, -1.52], [-0.20, 0.13, -0.27], [1.94, -1.86, 0.88], [0.63, 0.20, 0.27], [0.09, -0.22, -0.44], [0.69, 2.31, -1.34], [5.44, 0.33, 0.62], [-0.12, 0.28, 0.33], [-1.39, -1.11, 0.83], [-0.02, -0.15, 0.03], [0.54, 0.13, 0.08], [-5.28, 1.02, -0.25]]}


# 4
{"formula": "C6H7N", "method": "ωB97M-V/def2-TZVPD", "total_energy_ev": -7819.8435, "multiplicity": 1, "orbital_gap_ev": [7.8, 7.8], "symbols": ["H", "C", "C", "H", "H", "C", "H", "N", "C", "H", "H", "H", "C", "C"], "xyz": [[-1.62839, 2.94547, 1.03990], [-0.66926, 2.60752, 0.64464], [-0.62584, -0.40542, -1.09450], [1.55283, -1.33389, 0.51860], [-1.13914, 0.41079, -1.60900], [-0.30364, 1.35077, 0.68251], [0.97375, -0.57134, 2.02279], [1.30828, -1.34071, -2.60530], [0.44579, -0.92379, -1.95668], [0.85528, 1.23472, 0.74548], [-1.34768, -1.21803, -0.93100], [0.01874, -1.83727, 1.23449], [0.66628, -0.97007, 1.05180], [-0.10700, 0.05125, 0.25626]], "atomic_forces_ev_per_a": [[0.07, -0.15, -0.06], [0.19, -0.31, 0.01], [-0.06, 0.07, -0.05], [-0.13, 0.03, 0.05], [0.08, -0.14, 0.07], [-0.34, 0.22, -0.03], [-0.06, -0.04, -0.17], [-0.88, 0.43, 0.66], [0.76, -0.40, -0.57], [0.13, 0.12, 0.05], [0.08, 0.08, -0.04], [0.09, 0.10, -0.03], [0.01, -0.02, 0.06], [0.06, -0.01, 0.08]]}


# 5
{"formula": "C18H19BrFN3O3S", "method": "ωB97M-V/def2-TZVPD", "total_energy_ev": -113182.3426, "multiplicity": 1, "orbital_gap_ev": 9.2, "symbols": ["H", "H", "C", "H", "H", "H", "H", "C", "N", "N", "H", "O", "C", "F", "C", "C", "C", "S", "C", "H", "H", "C", "H", "C", "C", "H", "C", "H", "H", "C", "C", "O", "C", "O", "Br", "C", "H", "C", "N", "H", "C", "H", "H", "C", "H", "H"], "xyz": [[-4.46999, -0.39881, 2.14290], [-0.85103, 1.77167, 3.59476], [-0.07914, 1.67124, 1.60838], [1.71820, -0.55731, -1.92201], [4.08176, 1.32734, -1.28676], [-1.41526, -0.44935, 2.29521], [-1.03888, -2.91177, 1.43699], [-1.17989, 2.06452, 2.59386], [0.08911, 2.55842, 0.58814], [-3.36085, -0.54698, 0.39120], [-4.20192, 1.78406, 1.31360], [0.55573, 0.64084, 1.70832], [1.11242, -1.06201, -1.18533], [-0.54074, 3.59747, -1.82791], [1.52343, 2.94698, -2.78547], [-0.42260, -2.38558, 0.72520], [3.11766, 1.79613, -1.40963], [-2.80350, -1.80718, -0.53834], [-3.12553, 1.75529, 1.11576], [-3.44793, -1.83358, 1.98196], [2.53272, 1.42910, 0.62011], [1.00422, 2.44659, -0.46681], [1.43409, -2.77357, 1.73018], [-2.38962, -0.03776, 2.59170], [2.25121, 1.84863, -0.33112], [-3.37726, 1.04637, -0.92947], [-0.26270, -1.12796, -1.32458], [-0.59248, 3.29758, 0.48156], [-0.76400, -0.69455, -2.17589], [-1.01507, -1.78358, -0.36844], [2.75832, 2.33667, -2.63292], [-3.30720, -3.01870, 0.03515], [-3.48755, -0.75694, 1.81729], [-3.11594, -1.48728, -1.89786], [3.57204, -1.54718, 0.12938], [0.95098, -2.31992, 0.87889], [-2.51973, -0.20710, 3.66619], [-2.86490, 0.75425, -0.00971], [-2.45199, 1.40468, 2.35467], [-1.78583, 0.70564, -0.22009], [1.69739, -1.64927, -0.07575], [1.21676, 3.38246, -3.72293], [3.43771, 2.28991, -3.46933], [0.66969, 2.99378, -1.70484], [-2.82300, 2.75588, 0.80355], [-1.34536, 3.14470, 2.58159]], "atomic_forces_ev_per_a": [[0.05, -0.11, -0.01], [0.11, 0.10, -0.10], [-0.17, -0.01, 0.26], [0.02, 0.02, -0.04], [0.07, -0.05, 0.01], [-0.14, 0.02, 0.06], [-0.01, -0.10, 0.13], [-0.18, -0.11, 0.11], [-0.18, 0.53, -0.31], [0.19, -0.81, -0.61], [0.03, 0.12, -0.15], [0.12, 0.02, 0.12], [0.02, -0.07, 0.07], [0.12, -0.08, 0.06], [-0.17, 0.04, 0.09], [0.04, -0.10, 0.09], [0.02, 0.06, 0.00], [-0.05, 0.07, 0.08], [-0.19, -0.23, -0.15], [-0.08, 0.12, 0.24], [0.00, -0.07, 0.05], [0.10, -0.02, -0.30], [0.03, -0.03, 0.04], [-0.01, -0.27, 0.13], [0.00, 0.12, 0.02], [0.11, 0.13, 0.05], [0.00, 0.03, -0.11], [0.12, -0.13, 0.15], [0.02, 0.06, -0.13], [-0.71, 0.02, -0.13], [0.02, -0.02, 0.01], [0.16, 0.01, 0.28], [-0.01, -0.11, 0.65], [0.22, 0.29, -0.03], [0.08, -0.03, 0.05], [-0.03, 0.03, -0.05], [0.05, -0.14, -0.06], [0.14, 0.64, -0.45], [0.11, 0.08, 0.03], [-0.09, 0.14, 0.01], [-0.02, -0.07, -0.09], [-0.06, 0.06, -0.09], [0.06, 0.00, -0.09], [0.10, -0.12, 0.11], [-0.06, -0.02, -0.02], [0.07, 0.00, 0.03]]}


# 6
{"formula": "C10H19NO3", "method": "ωB97M-V/def2-TZVPD", "total_energy_ev": -18301.6291, "multiplicity": 1, "orbital_gap_ev": 9.7, "symbols": ["O", "H", "H", "C", "O", "C", "C", "C", "H", "C", "H", "H", "H", "C", "H", "H", "H", "C", "N", "H", "C", "H", "H", "H", "H", "O", "H", "H", "H", "C", "C", "H", "H"], "xyz": [[-1.01375, 1.44196, -1.64881], [-1.92309, -2.44417, 0.51361], [0.14677, 3.07520, -2.13060], [-1.33728, -1.06028, 2.17825], [3.34105, -0.29240, -0.88376], [0.34036, 2.11739, -1.83391], [-2.47558, -0.25403, 0.42092], [1.03602, -0.42539, -2.29860], [-2.02025, -0.85512, 3.08461], [0.90666, 0.44714, 1.66057], [1.15531, 1.41555, 1.01886], [-0.68909, -1.73386, 2.70498], [-1.27991, 0.92928, 2.17377], [2.19793, -0.80773, -0.34961], [0.31530, -0.61144, -3.02922], [2.89637, -0.44127, 2.01444], [2.04353, -1.00008, -2.51572], [1.98795, -0.78431, 1.23103], [0.92062, -1.11078, -1.01138], [-2.84121, -0.66449, -0.61193], [-0.66505, 0.13740, 1.54446], [1.36093, 0.79400, 2.67593], [-1.21433, 1.94028, -0.55950], [2.11001, 1.41602, -2.26269], [-3.25012, 0.63271, 1.01457], [-1.06672, 0.27682, 0.24413], [0.74641, 2.06191, -0.86990], [1.23597, 0.99622, -3.75683], [-0.00425, -0.96773, -0.51212], [-2.38414, -1.65260, 1.20902], [1.22327, 1.12966, -2.55535], [-3.56097, -1.87842, 1.41089], [1.76125, -1.82746, 1.72989]], "atomic_forces_ev_per_a": [[0.42, 4.91, 3.45], [-0.97, 1.15, 0.89], [0.17, 2.44, -1.31], [-2.00, -2.45, 3.41], [-6.72, -3.47, 2.54], [-2.69, -5.16, 0.01], [-1.82, -0.36, -2.39], [3.14, -0.68, -0.28], [1.17, 0.84, -1.15], [1.41, -0.06, -0.29], [-0.65, -2.25, 0.94], [0.80, -0.86, -0.47], [1.77, -0.29, -1.16], [2.21, 2.76, 0.53], [-1.49, -1.52, -0.52], [-1.64, -0.97, -3.14], [-1.81, 1.94, -1.30], [0.80, 0.79, 2.68], [2.18, 2.14, 0.97], [0.38, 2.10, 1.51], [0.85, 3.10, 4.02], [-1.74, -0.86, -1.35], [0.27, -2.66, -5.48], [5.19, 1.16, 1.02], [2.53, -2.77, -1.93], [-3.72, -2.51, 1.56], [0.78, 0.65, 1.58], [-0.25, 1.34, 2.58], [2.00, 0.01, -0.26], [-0.29, 1.75, -1.90], [-3.27, -2.38, -3.75], [3.25, 0.20, 0.40], [-0.26, 1.96, -1.39]]}